No. 1
{
  "formula": "C5H11NO3S",
  "method": "ωB97M-V/def2-TZVPD",
  "species": ["O", "C", "O", "H", "H", "H", "H", "H", "C", "C", "C", "H", "S", "O", "H", "C", "H", "H", "H", "H", "N"],
  "xyz": [[-1.02219, 0.29688, -3.18856], [0.36111, -0.81598, 1.23626], [2.68206, -0.71444, 0.51262], [-1.09662, 0.91203, 1.03350], [0.85597, 2.24017, -2.19148], [0.98726, -1.98846, -0.21983], [0.31919, -1.04559, 2.34304], [0.84726, 1.94810, -0.45002], [0.17913, 1.88507, -1.37195], [-1.00609, -0.15615, 0.79415], [-1.34993, -0.40865, -0.64476], [0.43315, -2.99836, 1.26488], [-0.14965, 0.19874, -1.91482], [1.70302, 1.22091, 1.37808], [-1.40639, -1.44393, -0.88782], [1.65979, -0.06170, 0.92120], [0.82975, 1.26333, 1.90556], [-2.35763, -0.02594, -1.00811], [-1.90796, -0.74220, 1.25507], [-0.77680, 2.53499, -1.31347], [0.21556, -2.09884, 0.54645]],
  "atomic_forces_ev_per_a": [[1.486, -0.043, 1.907], [-2.393, -0.940, 0.248], [-4.382, 3.576, 1.190], [-0.119, -0.154, 0.082], [-0.823, -0.019, 0.513], [-1.541, -1.411, 1.737], [0.281, 0.826, -0.961], [-1.289, -0.203, -1.146], [0.219, 1.304, 0.146], [-1.357, -0.425, 1.023], [-0.582, 1.636, -2.026], [-0.140, 3.350, -2.896], [-1.877, -0.064, -1.400], [-1.843, -1.283, 0.814], [0.164, -0.804, 0.108], [4.107, -3.276, -0.044], [1.874, 0.603, -1.074], [1.238, 0.161, 0.739], [1.924, 1.196, 0.119], [1.591, -1.139, -0.067], [3.465, -2.891, 0.986]],
  "nbo_charge": [-0.96, -0.21, -0.56, 0.20, 0.25, 0.40, 0.24, 0.25, -0.88, -0.43, -0.60, 0.39, 1.18, -0.65, 0.26, 0.75, 0.49, 0.25, 0.25, 0.24, -0.86],
  "e_above_lowest_ev": 2.484
}

***

No. 2
{
  "formula": "C48H96Cl8O29",
  "method": "ωB97M-V/def2-TZVPD",
  "species": ["O", "Cl", "C", "O", "H", "H", "H", "Cl", "H", "C", "O", "O", "C", "H", "O", "C", "C", "H", "H", "C", "H", "H", "H", "O", "H", "H", "H", "O", "H", "H", "H", "H", "H", "H", "H", "C", "H", "C", "H", "O", "C", "Cl", "H", "H", "H", "O", "H", "C", "C", "H", "H", "H", "H", "H", "H", "H", "H", "Cl", "H", "H", "C", "C", "C", "H", "H", "C", "O", "H", "H", "O", "C", "H", "H", "O", "C", "H", "H", "H", "O", "H", "H", "O", "H", "O", "C", "H", "H", "H", "H", "H", "C", "C", "H", "H", "H", "H", "H", "H", "O", "H", "H", "H", "C", "C", "C", "H", "O", "O", "C", "Cl", "C", "O", "H", "C", "H", "H", "C", "O", "C", "C", "C", "C", "H", "H", "H", "H", "Cl", "C", "C", "O", "O", "C", "C", "H", "H", "H", "O", "C", "H", "C", "H", "Cl", "H", "O", "C", "H", "H", "H", "H", "H", "C", "C", "H", "H", "C", "O", "H", "H", "O", "H", "H", "O", "H", "C", "C", "H", "H", "Cl", "C", "H", "C", "H", "H", "C", "O", "H", "C", "H", "O", "C", "H"],
  "xyz": [[13.77297, 23.21785, 17.09984], [20.84176, 31.15115, 24.80325], [9.90925, 17.82077, 22.05481], [18.23710, 24.81777, 20.04441], [19.71549, 21.40131, 18.73989], [16.31237, 25.24681, 19.69323], [20.77111, 34.01916, 20.40576], [14.47893, 27.84400, 21.11832], [12.22884, 24.22554, 19.63639], [16.33817, 27.63002, 26.64288], [10.72572, 17.66588, 19.51847], [13.58935, 25.45636, 17.58114], [20.27597, 28.26015, 14.78327], [13.85035, 19.16964, 21.94939], [21.17905, 19.56178, 14.86091], [10.89542, 18.73795, 20.11866], [13.54544, 23.29051, 15.65571], [14.84393, 24.18404, 24.52513], [13.38239, 22.75333, 19.45064], [20.93508, 29.31284, 19.60121], [16.16696, 28.88374, 24.93337], [20.87229, 25.59598, 18.78928], [17.24735, 23.47694, 18.04846], [15.73599, 28.42169, 27.57062], [18.98189, 25.00067, 14.12088], [11.63489, 24.12115, 15.36338], [16.86182, 27.57645, 18.46553], [20.78941, 30.06054, 20.77671], [16.57570, 24.05494, 20.96088], [20.32881, 20.04439, 19.75307], [14.47456, 19.96190, 18.09248], [17.28707, 24.95506, 24.53491], [13.87752, 24.24276, 15.24215], [22.47784, 27.06141, 21.16991], [12.17832, 20.85943, 18.11776], [18.54922, 27.56068, 16.35348], [17.63444, 27.82475, 25.03563], [21.26496, 19.07965, 13.53392], [15.14857, 25.24507, 23.20783], [19.33164, 27.36836, 17.26441], [16.78318, 23.21397, 18.99898], [20.41413, 28.43466, 24.04685], [16.73819, 31.42649, 21.57936], [14.04507, 20.67409, 19.59797], [13.99446, 33.20337, 19.21343], [17.67272, 26.75142, 20.76875], [19.86605, 22.96680, 22.46955], [15.40554, 24.25866, 23.59393], [14.69877, 31.75762, 22.28951], [18.73432, 33.07102, 21.85971], [19.35267, 18.33661, 18.31952], [9.02690, 17.54921, 21.47531], [26.34250, 27.53473, 18.47462], [16.47210, 31.88670, 23.27356], [14.64335, 26.88567, 28.35311], [18.38067, 19.45657, 17.45675], [16.16318, 30.24820, 22.79964], [18.35137, 23.30735, 12.47927], [17.27795, 25.21706, 13.59377], [12.77945, 29.31863, 21.15859], [23.24924, 26.53980, 21.73647], [22.19803, 21.16944, 22.55738], [16.93893, 28.46460, 25.57873], [23.90170, 28.27471, 23.06841], [12.56907, 33.45509, 21.86997], [19.53718, 20.38272, 19.08453], [10.48292, 18.92679, 21.38378], [23.00466, 25.48049, 21.81482], [20.02087, 35.23383, 21.45611], [17.19516, 27.42352, 16.41379], [21.63428, 29.65113, 24.34249], [17.92560, 27.52754, 22.68957], [26.69395, 26.41303, 19.74349], [11.40570, 19.84122, 19.65622], [13.10702, 33.17065, 19.84547], [17.30102, 23.21126, 24.03271], [22.83222, 26.95616, 23.81488], [22.00210, 19.70775, 13.03371], [22.32485, 19.95850, 23.10574], [21.38341, 29.89767, 18.79804], [20.49424, 26.43802, 13.59072], [14.81152, 23.19603, 22.85317], [26.75095, 28.19258, 19.94918], [19.22976, 18.36596, 15.21421], [14.27032, 28.63908, 29.55036], [17.46598, 29.23521, 26.14129], [14.07802, 22.46625, 15.18133], [14.05810, 18.88655, 19.43721], [20.00326, 29.07391, 19.08865], [15.81139, 22.75052, 18.82888], [18.08336, 24.50131, 13.75842], [21.04036, 26.95037, 14.38278], [19.94130, 24.65505, 22.78881], [22.17790, 29.81799, 23.41258], [17.11021, 28.62542, 21.55981], [18.84757, 28.35831, 21.42982], [22.05736, 23.76039, 22.26070], [12.13230, 22.93485, 14.13416], [20.40682, 19.45405, 16.97925], [13.64957, 34.64275, 21.15882], [17.33304, 24.43637, 22.81293], [22.01488, 27.25653, 14.00242], [17.89651, 27.87691, 21.65749], [15.19359, 27.75644, 28.70962], [19.76434, 33.09445, 22.21556], [21.22557, 26.29315, 15.23240], [16.48472, 26.37593, 26.74039], [22.14504, 21.32736, 21.36987], [23.59196, 27.22975, 23.08273], [17.70050, 23.64999, 15.24772], [14.82311, 21.98869, 23.45217], [20.30061, 31.81407, 21.89070], [19.70182, 23.48030, 24.13901], [16.56017, 27.00664, 17.58665], [22.82458, 17.89951, 22.93903], [21.94515, 18.59342, 21.56482], [12.29636, 19.86970, 18.55889], [19.82629, 26.16696, 20.79250], [20.22347, 23.68783, 23.20471], [16.94663, 24.21732, 23.80832], [13.50905, 24.23950, 17.88008], [21.58392, 25.10072, 18.12868], [12.95721, 32.09742, 19.72787], [15.47461, 27.02684, 17.49053], [24.56430, 26.89141, 23.44077], [13.92112, 24.28514, 19.97755], [22.90335, 24.21485, 19.02817], [13.46398, 33.57335, 21.25903], [19.36739, 19.34513, 17.90628], [19.23601, 31.45388, 19.82168], [23.96556, 28.31218, 19.56623], [21.71456, 23.44828, 23.24720], [16.09882, 31.27847, 22.44965], [13.77793, 28.04029, 30.31659], [19.86727, 33.24777, 23.28980], [12.28008, 33.74907, 19.43354], [15.00715, 21.76415, 24.64206], [16.90266, 24.37364, 19.97112], [15.14704, 19.27921, 23.19469], [26.18635, 27.35557, 19.53840], [14.79311, 29.48899, 29.98902], [20.64897, 23.89761, 17.11665], [21.66650, 18.06814, 13.59475], [13.72957, 31.07549, 22.69345], [18.65167, 25.96063, 20.52358], [13.51758, 19.44497, 23.57067], [22.33592, 29.26764, 25.08326], [12.63407, 28.17813, 22.53645], [12.14080, 19.16939, 17.73824], [16.88554, 25.99454, 17.82728], [12.78848, 28.27161, 21.46150], [13.81324, 19.82973, 18.94880], [20.29319, 28.82187, 13.84931], [20.76437, 28.91935, 15.50092], [13.18872, 23.81790, 19.31924], [21.98634, 22.05718, 23.52080], [21.38824, 28.34759, 19.82710], [20.30906, 19.13988, 13.01360], [24.48580, 26.55723, 20.97251], [23.58459, 19.06064, 21.78269], [9.61546, 18.05890, 23.07710], [14.66825, 33.01450, 21.71696], [16.00899, 27.41718, 29.34846], [24.72615, 27.42400, 19.98346], [14.23560, 19.72956, 22.80155], [13.44350, 28.98636, 28.93078], [10.49520, 16.91924, 21.87587], [11.75899, 27.10890, 20.61435], [20.18522, 19.07336, 15.62885], [22.11296, 24.13933, 23.99004], [12.12332, 23.16041, 15.20053], [17.26455, 22.34657, 19.45064], [11.53648, 22.37092, 15.67001], [20.52202, 34.26604, 21.43780], [14.43268, 21.14105, 22.49430], [21.52471, 34.47258, 21.81206], [22.68457, 18.79860, 22.33894], [18.66350, 20.52718, 19.72007], [18.92517, 28.00525, 15.09543], [19.97245, 31.13348, 20.76663], [21.98316, 25.80605, 17.39984]],
  "atomic_forces_ev_per_a": [[-0.693, -1.004, -1.477], [0.306, 0.182, 0.594], [-1.014, -1.078, -1.607], [1.711, -1.610, -0.973], [0.491, -0.155, -0.305], [-0.409, -0.265, -0.098], [-0.729, -0.276, -0.169], [0.538, -0.231, 0.155], [-0.091, -0.496, -0.167], [0.321, -3.587, 1.260], [0.765, 2.210, 0.972], [-0.440, -3.439, 0.048], [1.257, -1.033, -0.951], [0.508, 0.710, -0.489], [-0.863, 0.163, 1.892], [-1.385, -3.581, -0.368], [0.497, 0.077, -0.452], [0.541, 0.391, 0.538], [-0.797, -0.019, 0.022], [-1.057, -0.653, -1.851], [0.121, 0.125, 0.014], [0.339, -0.349, 0.216], [-0.001, -0.212, -0.008], [0.116, -0.421, -0.549], [0.147, 0.108, -1.152], [-0.377, -0.133, -0.096], [0.012, 0.453, -0.171], [-0.649, 0.648, 0.968], [-0.014, 0.043, 0.065], [0.218, 0.324, -0.162], [-0.353, -0.200, -0.309], [-0.197, -0.120, 0.014], [0.568, -0.068, 0.376], [-0.055, -0.085, 0.153], [-0.407, 0.030, 0.059], [0.506, 0.354, 0.189], [-0.083, 0.305, -0.121], [0.265, -0.223, -0.297], [-0.273, -0.411, -0.803], [-0.922, 0.057, -0.843], [0.677, -0.528, 0.272], [-0.301, -0.605, -0.120], [-0.156, 0.146, -0.027], [-0.059, -0.181, 0.343], [0.102, 0.986, -0.182], [-2.308, 2.463, 0.956], [-0.414, -0.083, -0.068], [0.018, 0.369, 2.528], [-2.394, -1.378, 0.380], [-0.178, 0.342, 0.425], [0.178, -0.114, 0.096], [-0.525, 0.123, 0.295], [-0.715, -0.093, -0.174], [0.446, 0.142, -0.006], [0.088, -0.083, 0.097], [0.108, 0.234, -0.399], [-0.405, 0.081, -0.221], [-0.008, 0.694, -0.084], [0.172, -0.297, -0.558], [-0.952, -0.324, -0.181], [0.957, 1.338, -0.019], [-0.931, -0.933, -0.832], [0.233, -0.318, 0.096], [-1.176, 0.425, -0.585], [0.467, -0.377, 0.638], [0.250, -0.550, -0.720], [0.871, 1.123, 0.069], [-0.023, 0.304, 0.261], [-0.430, -0.272, 0.080], [1.681, 0.956, -2.096], [0.465, 0.027, -0.558], [-0.041, -0.177, -0.084], [-0.228, 0.092, 0.404], [0.538, 0.845, 0.235], [1.056, -1.427, -0.545], [-0.108, 0.104, 0.410], [0.071, 0.493, 0.114], [-0.121, 0.034, 0.110], [0.165, -0.600, 1.827], [0.956, -0.040, 0.399], [0.043, 0.031, 0.086], [1.098, -0.174, -0.930], [-0.179, -0.092, 0.600], [3.206, 2.507, 1.624], [-0.088, 0.017, -0.955], [0.104, 0.304, -0.538], [0.577, 0.142, 0.618], [0.119, 0.047, 0.062], [-0.640, -0.064, 0.646], [-0.486, 0.980, 0.035], [0.329, 0.031, 1.077], [-0.072, 1.140, 0.965], [0.331, 0.181, 0.281], [-0.251, 0.087, 0.055], [-0.162, -0.522, -0.369], [0.016, -0.177, -0.040], [0.505, -0.485, 0.023], [0.034, 0.186, -0.053], [0.720, 0.033, -3.575], [0.201, 0.076, 0.593], [0.561, 0.254, 0.116], [0.030, -0.070, -0.134], [0.696, 0.178, -0.126], [-0.473, -0.569, 0.851], [0.241, 1.439, -2.164], [-0.236, -0.110, -0.055], [-0.890, 4.229, -0.134], [0.367, 0.778, -0.440], [0.550, -1.002, -0.206], [-0.769, -0.550, 0.776], [-0.880, 0.055, 1.438], [0.048, -0.632, -0.232], [0.197, 0.168, 0.090], [0.452, -0.836, 1.658], [-0.075, 0.620, 0.465], [-0.281, 0.042, 0.156], [2.105, 0.878, -1.309], [-0.786, -0.055, -0.522], [-0.563, -1.005, -0.518], [-1.195, -0.617, -1.363], [0.202, 3.975, 1.163], [-0.117, -0.938, -0.555], [-0.912, -0.168, 0.458], [0.252, 0.104, -0.448], [-0.091, -1.065, 0.068], [0.053, 0.325, -0.060], [-0.979, 0.912, -0.559], [-1.331, 1.190, -1.125], [-1.569, 0.325, 1.730], [1.265, -0.513, 2.770], [1.129, -2.297, 1.034], [-0.937, 0.732, -0.896], [0.487, 0.212, 0.505], [0.392, -0.076, 0.172], [-0.176, -0.325, -0.193], [0.127, -0.106, 0.067], [0.039, 0.098, -2.212], [-1.744, 0.492, 0.062], [0.310, 0.190, -0.464], [0.186, -0.189, -0.607], [-0.086, -0.066, 0.030], [0.367, 0.639, 0.560], [-0.295, -0.130, -0.368], [2.125, 2.578, -1.539], [2.154, -0.774, 0.981], [-0.352, 1.163, 0.324], [-0.331, 0.351, 0.213], [-0.071, 0.027, -0.268], [-0.660, -0.445, 0.556], [-0.167, -0.229, -0.227], [0.763, -0.091, 0.266], [-1.019, -0.045, 0.445], [-0.648, 0.252, 0.078], [0.030, -0.510, 0.432], [1.145, 0.193, -0.499], [0.568, 0.507, 0.947], [0.399, 0.596, 0.032], [0.060, -0.201, 0.120], [0.172, -0.091, -0.594], [0.232, -0.325, 0.121], [0.582, 0.152, -0.225], [0.221, -2.018, 0.956], [0.155, -0.173, -0.193], [-0.416, 2.199, -0.474], [0.280, -0.410, 0.830], [0.077, 0.313, -0.089], [0.530, 0.151, 0.778], [-0.259, 0.622, 0.066], [-2.222, -1.499, 0.499], [0.746, -0.807, 0.298], [-0.824, 0.309, 0.457], [0.760, 0.120, -0.182], [0.175, -0.041, 0.213], [0.434, -0.837, 0.384], [-0.397, -1.484, 0.077], [-0.022, -0.248, 0.688], [0.099, 1.113, -1.462], [-0.405, -0.702, -0.226], [-2.136, -0.603, 1.398], [0.360, 0.843, -1.947], [0.337, -0.185, 0.388]],
  "lowdin_charge": [-0.01, 0.58, -0.05, 0.05, 0.05, 0.10, 0.07, 0.54, 0.08, -0.48, 0.09, 0.04, -0.21, 0.07, -0.01, -0.58, -0.20, 0.12, 0.06, -0.07, 0.09, -0.01, 0.04, -0.02, -0.01, 0.08, 0.09, -0.03, 0.11, 0.05, 0.08, 0.07, 0.12, 0.09, 0.10, -0.49, 0.05, -0.05, 0.11, 0.11, -0.02, 0.59, 0.09, 0.05, 0.08, -0.01, 0.09, -0.20, -0.45, 0.10, 0.12, 0.09, 0.08, 0.10, 0.12, 0.11, 0.06, 0.52, 0.04, 0.01, -0.16, -0.60, 0.01, 0.07, 0.12, -0.04, -0.01, 0.08, 0.07, 0.00, -1.02, 0.07, 0.08, 0.06, -0.07, 0.08, 0.05, 0.09, -0.01, 0.11, 0.07, 0.01, 0.09, 0.07, -0.07, 0.10, 0.12, 0.07, 0.07, 0.06, -1.02, -0.04, 0.07, 0.02, 0.04, 0.07, 0.09, 0.08, 0.00, 0.12, 0.04, 0.08, -0.01, -0.23, -0.19, 0.04, 0.05, 0.12, -0.06, 0.51, -0.57, -0.05, 0.08, -0.05, 0.09, 0.08, -0.19, 0.09, -0.06, -0.04, -0.50, -0.89, 0.07, 0.09, 0.08, 0.07, 0.54, -0.25, -0.23, 0.10, 0.06, -0.19, 0.02, 0.08, 0.08, 0.08, 0.12, -0.21, 0.10, 0.01, 0.08, 0.48, 0.10, 0.05, -0.65, 0.09, 0.04, 0.03, 0.13, 0.08, -0.99, -0.04, 0.12, 0.12, 0.03, 0.05, 0.07, 0.10, -0.05, 0.10, 0.10, -0.01, 0.13, -0.50, -0.02, 0.07, 0.10, 0.54, -0.45, 0.12, -0.07, 0.07, 0.08, -0.04, 0.00, 0.06, -0.03, 0.06, 0.00, -0.53, 0.01]
}

***

no.,E_HOMO (eV),gap between HOMO and LUMO (Ha)
1,-8.87,0.3262
2,-10.18,0.3886